1.
A cluster of 10 separate species, C36H76Cl2N12O4 in total at a distorted geometry, computed with ωB97M-V/def2-TZVPD.

Last column: Mulliken charge in e.
Geometry (Å):
C -14.0695 -16.7134 -11.1819  -0.937
C -14.2340 -18.0796 -10.5708  0.433
O -13.3951 -18.9009 -10.5240  -0.351
N -15.5334 -18.3767 -9.8143  -0.118
H -15.3490 -19.1524 -9.1685  0.382
H -15.6781 -17.5589 -9.2211  0.374
C -16.7165 -18.7468 -10.6935  -0.768
H -12.9955 -16.5596 -11.2510  0.365
H -14.5667 -15.9460 -10.5923  0.377
H -14.4424 -16.7647 -12.2061  0.236
H -16.8264 -18.0153 -11.4909  0.258
H -17.5536 -18.8478 -10.0149  0.367
H -16.4620 -19.6615 -11.2256  0.339
C -19.5215 -12.5860 -6.4341  -0.890
C -19.4848 -13.3828 -5.1535  0.525
O -20.3379 -14.0834 -4.7624  -0.334
N -18.2807 -13.0832 -4.2146  -0.198
H -17.5222 -13.0935 -4.8959  0.385
H -18.4203 -12.1403 -3.8402  0.362
C -18.0067 -14.2195 -3.2434  -0.773
H -18.5594 -12.1520 -6.7122  0.359
H -20.2691 -11.8052 -6.2664  0.322
H -19.8696 -13.0678 -7.3463  0.197
H -17.7183 -15.1061 -3.8024  0.325
H -18.9248 -14.3887 -2.6916  0.368
H -17.1532 -13.9414 -2.6309  0.353
C -19.0146 -13.6689 -14.0911  -0.859
C -18.5374 -14.3364 -12.8150  0.572
O -17.4248 -14.6663 -12.5497  -0.412
N -19.7034 -14.7192 -11.9662  1.164
H -20.6407 -14.3463 -12.2256  -0.208
H -19.7988 -15.7754 -12.0359  -0.381
C -19.5796 -14.4447 -10.4740  -0.832
H -19.4826 -12.7536 -13.7328  0.396
H -19.6340 -14.4140 -14.5951  0.016
H -18.1789 -13.4949 -14.7642  0.281
H -18.5956 -14.6446 -10.0604  0.358
H -20.2655 -15.1371 -9.9915  0.198
H -19.8933 -13.4188 -10.3031  0.364
C -17.7153 -16.4153 -16.6794  -0.929
C -17.0569 -17.1442 -17.8289  0.312
O -17.6072 -17.9132 -18.5319  -0.370
N -15.5544 -16.9611 -18.0622  -0.086
H -15.4357 -16.4167 -18.9231  0.376
H -15.2036 -16.4417 -17.2596  0.390
C -14.7521 -18.2447 -18.2237  -0.751
H -18.7363 -16.7492 -16.5336  0.293
H -17.6374 -15.3331 -16.7915  0.392
H -17.1643 -16.7206 -15.7811  0.337
H -14.6801 -18.5008 -19.2757  0.333
H -15.2487 -19.0394 -17.6753  0.312
H -13.7674 -18.0173 -17.8262  0.383
C -21.2197 -10.2952 -15.8452  -1.080
C -22.3400 -9.3219 -15.5237  -0.344
N -23.4967 -9.9487 -14.8856  0.188
C -23.5759 -11.1788 -14.2909  -0.127
C -24.8393 -11.2906 -13.8113  -0.857
N -25.3908 -10.0229 -13.8307  0.177
C -24.5889 -9.2407 -14.5572  -0.190
C -26.6785 -9.6784 -13.2838  -0.830
H -21.5950 -11.0967 -16.4811  0.343
H -20.8141 -10.7857 -14.9514  0.105
H -20.3579 -9.7802 -16.2616  0.432
H -22.6323 -8.9388 -16.5032  0.339
H -21.9971 -8.4674 -14.9436  0.393
H -22.7598 -11.8728 -14.2019  0.480
H -25.2327 -12.0229 -13.1252  0.470
H -24.7708 -8.2095 -14.8133  0.462
H -27.2564 -9.0136 -13.9244  0.344
H -26.5346 -9.0717 -12.3843  0.373
H -27.2506 -10.5534 -12.9973  0.314
C -22.9950 -14.6947 -16.6051  -1.120
C -22.3195 -16.0032 -16.1861  -0.307
N -23.2917 -17.0994 -16.3093  0.292
C -24.3153 -17.2971 -15.3934  -0.593
C -25.0508 -18.3459 -15.8142  -0.474
N -24.4239 -18.8562 -16.9353  0.068
C -23.3781 -18.0764 -17.1972  -0.039
C -24.9158 -20.0046 -17.7443  -0.808
H -23.6399 -14.8375 -17.4698  0.397
H -22.2300 -13.9989 -16.9660  0.376
H -23.4875 -14.1774 -15.7823  0.260
H -21.8730 -16.0153 -15.1959  0.307
H -21.5828 -16.1264 -16.9825  0.103
H -24.4298 -16.6512 -14.5371  0.555
H -25.9033 -18.8101 -15.3497  0.460
H -22.7105 -18.3139 -18.0108  0.463
H -25.9745 -20.1114 -17.5404  0.347
H -24.3558 -20.8993 -17.4883  0.317
H -24.7251 -19.7448 -18.7817  0.364
C -11.8497 -11.5052 -14.6032  -1.384
C -11.4673 -11.4422 -13.1145  -0.201
N -12.6347 -11.4811 -12.2261  0.128
C -12.5330 -11.6144 -10.8700  -0.603
C -13.7948 -11.7413 -10.3791  -0.367
N -14.6499 -11.7059 -11.4491  0.228
C -13.9068 -11.6490 -12.5752  -0.075
C -16.1002 -11.6447 -11.3558  -0.923
H -12.5498 -10.7002 -14.8409  0.392
H -12.3058 -12.4624 -14.8633  0.357
H -10.9832 -11.3367 -15.2369  0.376
H -10.9063 -10.5130 -13.0487  0.342
H -10.8885 -12.3362 -12.8947  0.350
H -11.5857 -11.6273 -10.3564  0.503
H -14.1122 -11.6878 -9.3524  0.494
H -14.3625 -11.6531 -13.5491  0.392
H -16.5254 -11.7159 -12.3507  0.241
H -16.4123 -10.7740 -10.7802  0.393
H -16.4646 -12.4743 -10.7429  0.350
C -22.3150 -18.0252 -9.6415  -0.760
C -23.1744 -18.7310 -10.6800  -0.267
N -24.5516 -18.1942 -10.6842  0.275
C -25.6979 -18.9417 -10.5320  -0.499
C -26.7216 -18.0697 -10.3323  -0.356
N -26.2086 -16.8090 -10.5496  0.146
C -24.8940 -16.9049 -10.7169  -0.035
C -26.9455 -15.5754 -10.4502  -0.896
H -22.3954 -16.9404 -9.6117  0.183
H -21.2540 -18.2284 -9.8017  0.138
H -22.5089 -18.4355 -8.6482  0.376
H -23.2474 -19.8066 -10.5382  0.318
H -22.7538 -18.6290 -11.6821  0.156
H -25.6460 -19.9933 -10.3054  0.431
H -27.7348 -18.2388 -10.0101  0.469
H -24.2041 -16.0802 -10.7861  0.170
H -27.5097 -15.4556 -9.5263  0.382
H -27.6364 -15.4687 -11.2859  0.351
H -26.2899 -14.7058 -10.4849  0.293
Cl -23.0598 -14.5960 -12.5524  -0.719
Cl -19.8058 -17.8578 -12.4504  -0.717

## Properties
charge = +6
LUMO energy = -11.78 eV
calculated total energy = -3293.51995 Ha
frontier orbital gap = 7.797 eV

2.
An isolated molecule of C20H23NOS, computed with ωB97M-V/def2-TZVPD.

Last column: natural (NBO) charge in e.
Geometry (Å):
C 4.8498 -3.2653 0.6487  -0.626
C 3.5003 -2.6208 0.7451  -0.018
C 3.3000 -1.5184 1.5655  -0.212
C 2.0520 -0.9322 1.6734  -0.195
C 0.9681 -1.4307 0.9644  -0.033
C -0.3893 -0.7836 1.0714  -0.279
C -0.8521 -0.2095 -0.2793  -0.393
C 0.0885 0.8903 -0.7706  -0.224
N -0.2604 1.3104 -2.1171  -0.614
C -1.4446 2.1534 -2.2285  -0.092
C -1.7262 2.4060 -3.7086  -0.598
C -1.3111 3.4454 -1.4743  -0.195
C -1.9195 3.8143 -0.3148  -0.264
C -1.5045 5.0812 0.1577  -0.256
C -0.5745 5.6544 -0.6440  -0.410
S -0.1877 4.6638 -1.9950  0.405
C -1.4017 -1.7585 1.5937  0.297
C -1.2694 -2.9947 2.1538  -0.314
C -2.5791 -3.4259 2.4828  -0.312
C -3.4083 -2.4203 2.1023  0.079
O -2.7061 -1.4056 1.5659  -0.411
C 1.1672 -2.5332 0.1430  -0.151
C 2.4145 -3.1190 0.0363  -0.230
H 5.0162 -3.9135 1.5097  0.220
H 4.9289 -3.8701 -0.2514  0.215
H 5.6370 -2.5142 0.6400  0.217
H 4.1312 -1.1141 2.1259  0.208
H 1.9204 -0.0740 2.3175  0.210
H -0.3252 0.0533 1.7808  0.219
H -0.8860 -0.9987 -1.0307  0.212
H -1.8603 0.1865 -0.1561  0.210
H 1.1048 0.4897 -0.8081  0.207
H 0.0805 1.7261 -0.0492  0.171
H 0.5244 1.7983 -2.5388  0.357
H -2.2838 1.5974 -1.7960  0.205
H -2.6527 2.9621 -3.8270  0.215
H -1.8080 1.4567 -4.2297  0.222
H -0.9146 2.9797 -4.1516  0.201
H -2.6494 3.2036 0.1872  0.222
H -1.8832 5.5379 1.0548  0.224
H -0.0850 6.6016 -0.5342  0.234
H -0.3568 -3.5308 2.3145  0.234
H -2.8557 -4.3547 2.9379  0.226
H -4.4727 -2.3055 2.1535  0.200
H 0.3365 -2.9416 -0.4131  0.209
H 2.5475 -3.9770 -0.6074  0.208

## Properties
LUMO energy = 0.76 eV
calculated total energy = -1304.07636 Ha
frontier orbital gap = 9.087 eV
energy relative to the best compared isomer or geometry (same formula, charge and spin) = 29.0 kcal/mol
SMILES = Cc1ccc([C@@H](CCN[C@H](C)c2cccs2)c2ccco2)cc1

3.
The ion C7H18N3O with charge +1 at a distorted geometry, computed with ωB97M-V/def2-TZVPD.

Last column: natural (NBO) charge in e.
Geometry (Å):
C -0.1345 2.5318 0.0378  -0.412
N 0.6563 1.2833 0.2709  -0.336
C 2.0351 1.5152 0.4022  -0.459
C 0.2413 0.0627 0.0998  0.583
N 0.8533 -1.0933 0.3062  -0.390
C 1.5544 -1.4757 1.5571  -0.410
C 0.5559 -2.3959 -0.2172  -0.380
C -1.2318 -0.0519 -0.3189  0.336
C -1.3504 -0.0353 -1.7927  -0.659
N -2.2740 0.7302 0.2630  -0.846
O -1.5052 -1.4407 0.1032  -0.719
H -1.1453 2.3875 -0.2384  0.235
H -0.1957 3.1420 1.0566  0.246
H 0.3849 3.1064 -0.7333  0.228
H 2.1337 2.6595 0.5739  0.241
H 2.6273 0.9310 1.1773  0.241
H 2.7157 1.2921 -0.4912  0.238
H 0.9566 -2.3286 1.8977  0.227
H 2.6555 -1.8596 1.4310  0.235
H 1.4890 -0.6601 2.2855  0.216
H 0.2322 -2.1669 -1.1577  0.205
H 1.4745 -3.0043 -0.3061  0.209
H -0.0355 -3.1326 0.2747  0.229
H -2.4075 -0.3897 -2.1016  0.240
H -1.4242 1.0100 -2.1417  0.225
H -0.5702 -0.5938 -2.3613  0.238
H -2.7551 1.3175 -0.3719  0.371
H -3.0742 0.1650 0.5682  0.392
H -2.4619 -1.5055 -0.0729  0.477

## Properties
charge = +1
LUMO energy = -3.21 eV
calculated total energy = -516.67320 Ha
frontier orbital gap = 10.127 eV
energy relative to the best compared isomer or geometry (same formula, charge and spin) = 95.5 kcal/mol
SMILES = CN(C)C(=[N+](C)C)[C@](C)(N)O

4.
A structure of composition H3N2OP at a distorted geometry, computed with ωB97M-V/def2-TZVPD.

Last column: natural (NBO) charge in e.
Geometry (Å):
N -0.1087 0.4301 0.1201  -0.457
N 0.8449 -0.4130 0.0586  -0.567
O -2.8447 0.8080 0.0286  -1.009
P -2.0971 -0.6182 -0.0333  0.845
H 1.1730 -0.7190 0.9898  0.327
H 1.6020 -0.4828 -0.5726  0.344
H -2.4755 1.6339 -0.2976  0.518

## Properties
LUMO energy (alpha / beta) = -0.38 / -0.49 eV
calculated total energy = -527.74578 Ha
frontier orbital gap (alpha / beta) = 6.889 / 6.926 eV
energy relative to the best compared isomer or geometry (same formula, charge and spin) = 89.3 kcal/mol